[1]
A structure of composition C18H14CrF3N4O16 at a distorted geometry, computed with ωB97M-V/def2-TZVPD.

```
56
C18H14CrF3N4O16 ωB97M-V/def2-TZVPD
Cr 2.1100 0.0722 -0.4985
N 2.5728 -3.1517 0.3930
O 3.2904 -3.7819 -0.3619
O 2.1045 -3.6317 1.4346
O 2.2661 -1.9490 0.1018
N 4.5042 -0.5729 -2.4043
O 3.9429 -0.0443 -1.3604
O 4.8598 0.1490 -3.3255
O 4.6403 -1.7897 -2.4333
N 0.7723 -1.0191 -3.3949
O 1.3498 -0.9724 -4.4718
O -0.4203 -1.3901 -3.3227
O 1.3537 -0.6860 -2.3272
N 1.6237 2.5266 -2.2960
O 0.9756 3.5759 -2.3764
O 1.5369 1.8764 -1.1841
O 2.3048 2.1053 -3.2061
C 2.2947 1.4340 2.1168
O 1.0482 1.8828 1.5113
O 2.8356 0.5724 1.2649
C 3.1816 2.5365 2.7232
F 4.3820 2.0139 3.0488
F 3.4659 3.5925 1.9422
F 2.6384 2.9996 3.8646
C 0.3840 2.9923 2.0431
C -1.0474 2.9798 1.5599
H -1.5883 3.8593 1.9093
H -1.0623 2.8498 0.4783
H -1.5258 2.1203 2.0375
H 0.8658 3.9793 2.0123
H 0.3328 2.9004 3.1475
H 1.8535 0.9510 3.0149
C -1.0143 -3.2184 2.7300
C -2.2004 -3.9130 2.4618
C -3.0279 -3.5651 1.4239
C -2.6804 -2.5096 0.5652
C -1.4580 -1.8986 0.7554
C -0.6750 -2.1838 1.8782
C -0.9903 -0.7763 -0.1102
O 0.1102 -0.3067 0.0102
C -2.0401 -0.1508 -0.9429
C -1.7437 1.0215 -1.6324
C -2.6834 1.6275 -2.4400
C -3.9561 1.0692 -2.5459
C -4.2640 -0.0903 -1.8582
C -3.2917 -0.7466 -1.1106
C -3.6858 -2.0210 -0.4114
O -4.7666 -2.5314 -0.6017
H -0.3114 -3.3760 3.5355
H -2.3446 -4.7711 3.1111
H -3.9689 -4.0591 1.2219
H 0.2185 -1.5783 1.9672
H -0.7507 1.4391 -1.5020
H -2.4505 2.5313 -2.9862
H -4.6231 1.5635 -3.2423
H -5.2477 -0.5367 -1.9174
```

Values from the calculation:
<S²>: 3.77
E_HOMO (spin up / spin down) in eV: -3.537 / -3.513
Total charge: -2
Orbital gap (spin up / spin down) in eV: 6.5148 / 6.4447
Spin multiplicity: 4

In elementary charge units, the natural (NBO) charges are: number 1, Cr, carries 1.501; number 2, N, carries 0.750; number 3, O, carries -0.436; number 4, O, carries -0.530; number 5, O, carries -0.573; number 6, N, carries 0.743; number 7, O, carries -0.568; number 8, O, carries -0.440; number 9, O, carries -0.430; number 10, N, carries 0.749; number 11, O, carries -0.443; number 12, O, carries -0.544; number 13, O, carries -0.559; number 14, N, carries 0.735; number 15, O, carries -0.502; number 16, O, carries -0.556; number 17, O, carries -0.387; number 18, C, carries 0.343; number 19, O, carries -0.549; number 20, O, carries -0.734; number 21, C, carries 0.924; number 22, F, carries -0.327; number 23, F, carries -0.324; number 24, F, carries -0.341; number 25, C, carries -0.056; number 26, C, carries -0.619; number 27, H, carries 0.195; number 28, H, carries 0.230; number 29, H, carries 0.197; number 30, H, carries 0.167; number 31, H, carries 0.141; number 32, H, carries 0.119; number 33, C, carries -0.183; number 34, C, carries -0.209; number 35, C, carries -0.176; number 36, C, carries -0.142; number 37, C, carries -0.150; number 38, C, carries -0.125; number 39, C, carries 0.696; number 40, O, carries -0.534; number 41, C, carries -0.057; number 42, C, carries -0.161; number 43, C, carries -0.187; number 44, C, carries -0.197; number 45, C, carries -0.188; number 46, C, carries -0.158; number 47, C, carries 0.639; number 48, O, carries -0.569; number 49, H, carries 0.228; number 50, H, carries 0.205; number 51, H, carries 0.225; number 52, H, carries 0.256; number 53, H, carries 0.264; number 54, H, carries 0.222; number 55, H, carries 0.203; number 56, H, carries 0.224



[2]
A structure of composition C18H14NdOS3 at a distorted geometry, computed with ωB97M-V/def2-TZVPD.

```
37
C18H14NdOS3 ωB97M-V/def2-TZVPD
Nd -1.6254 1.9330 -0.5252
C -0.7133 3.9707 -1.8842
C 0.1672 2.9367 -2.2276
C -0.5253 1.9989 -2.9570
C -1.8772 2.4302 -3.1410
C -1.9384 3.6807 -2.4312
H -0.5584 4.8354 -1.2547
H 1.2075 2.8176 -1.9025
H -0.0768 1.1586 -3.4086
H -2.6640 2.1025 -3.8533
H -2.7925 4.3384 -2.2701
O -1.1992 0.1435 0.3576
C -0.1444 -0.6368 0.7694
C -0.3480 -1.2901 2.1293
C -1.5221 -1.8594 2.5559
C -1.4404 -2.5328 3.7493
C -0.2283 -2.5082 4.3386
S 0.8278 -1.4839 3.4086
C 0.0485 -1.7788 -0.2444
C 0.4407 -3.0819 -0.0800
C 0.3305 -3.7958 -1.3247
C -0.2388 -3.0214 -2.3328
S -0.5252 -1.4832 -1.7654
C 1.0117 0.3689 0.7970
C 2.2984 0.2901 0.5428
C 3.0602 1.5106 0.7362
C 2.2896 2.4797 1.2347
S 0.6628 1.9119 1.4868
H -2.3695 -1.9104 1.8544
H -2.2741 -3.1815 4.0075
H 0.1258 -3.1534 5.1325
H 0.7455 -3.5609 0.8572
H 0.6970 -4.8007 -1.3647
H -0.3726 -3.2460 -3.4129
H 2.7830 -0.6594 0.3246
H 4.1248 1.5903 0.5419
H 2.6133 3.4869 1.5562
```

Values from the calculation:
<S²>: 3.76
E_HOMO (spin up / spin down) in eV: -11.228 / -11.229
Total charge: +1
Orbital gap (spin up / spin down) in eV: 7.1853 / 7.2677
Spin multiplicity: 4

In elementary charge units, the Löwdin charges are: number 1, Nd, carries 1.879; number 2, C, carries -0.253; number 3, C, carries -0.212; number 4, C, carries -0.233; number 5, C, carries -0.173; number 6, C, carries -0.267; number 7, H, carries 0.118; number 8, H, carries 0.125; number 9, H, carries 0.088; number 10, H, carries 0.127; number 11, H, carries 0.116; number 12, O, carries -0.481; number 13, C, carries -0.588; number 14, C, carries -0.454; number 15, C, carries -0.142; number 16, C, carries -0.209; number 17, C, carries -0.365; number 18, S, carries 1.041; number 19, C, carries -0.489; number 20, C, carries -0.082; number 21, C, carries -0.144; number 22, C, carries -0.396; number 23, S, carries 1.075; number 24, C, carries -0.500; number 25, C, carries -0.101; number 26, C, carries -0.132; number 27, C, carries -0.359; number 28, S, carries 0.999; number 29, H, carries 0.136; number 30, H, carries 0.119; number 31, H, carries 0.078; number 32, H, carries 0.128; number 33, H, carries 0.100; number 34, H, carries 0.090; number 35, H, carries 0.140; number 36, H, carries 0.122; number 37, H, carries 0.099



[3]
A structure of composition C18H15AsCl2MoN3O8S, computed with ωB97M-V/def2-TZVPD.

```
49
C18H15AsCl2MoN3O8S ωB97M-V/def2-TZVPD
Mo -0.6655 -0.0072 0.4230
N 0.3844 -2.1410 -1.9584
C -0.7573 -1.4866 -2.3688
C -1.2041 -1.6752 -3.6782
C -2.3546 -1.0511 -4.0900
C -3.0591 -0.2435 -3.1884
C -2.5582 -0.0819 -1.9317
N -1.4067 -0.6858 -1.5115
C 0.7200 -2.5309 -0.6928
C 1.6374 -3.5760 -0.5287
C 1.8927 -4.0598 0.7246
C 1.2181 -3.5118 1.8297
C 0.3829 -2.4632 1.6239
N 0.1477 -1.9387 0.3735
H 0.8868 -2.6197 -2.6930
H -0.6482 -2.3217 -4.3442
H -2.7162 -1.1893 -5.1005
H -3.9681 0.2635 -3.4774
H -3.0399 0.5754 -1.2216
H 2.1078 -4.0064 -1.4028
H 2.5941 -4.8726 0.8599
H 1.3696 -3.8922 2.8293
H -0.1252 -1.9806 2.4471
O 2.7147 1.2239 3.1371
As 2.4151 0.8495 1.4932
O 3.0030 -0.5267 0.9308
O 0.5202 0.4754 1.6425
C 2.2893 2.6006 0.7284
C 3.0416 3.5670 1.3772
C 3.0805 4.8706 0.8789
C 2.3718 5.2124 -0.2575
C 1.6022 4.2556 -0.9137
C 1.5657 2.9615 -0.4247
S 0.5566 1.8289 -1.2786
O 0.2966 2.2097 -2.6083
O -0.7910 1.7358 -0.4392
O 1.0729 0.4699 -0.9896
H 3.1935 0.5212 3.6069
H 3.6056 3.3216 2.2663
H 3.6807 5.6108 1.3908
H 2.4121 6.2210 -0.6454
H 1.0455 4.5119 -1.8059
Cl -3.5531 -2.7490 2.8859
C -4.1608 -1.1723 3.3590
Cl -5.5892 -1.1922 4.3596
C -4.6112 -0.4966 2.1072
O -5.1184 -0.0491 1.2249
O -2.1144 -0.1951 1.2482
H -3.3678 -0.5699 3.8029
```

Values from the calculation:
Relative energy (zero: lowest compared OMol25 entry of this formula, charge and spin) in kJ/mol: 0.00
E_HOMO in eV: -17.446
Total charge: +3
Orbital gap in eV: 6.3500
Spin multiplicity: 1

In elementary charge units, the natural (NBO) charges are: number 1, Mo, carries 1.968; number 2, N, carries -0.537; number 3, C, carries 0.423; number 4, C, carries -0.244; number 5, C, carries -0.060; number 6, C, carries -0.228; number 7, C, carries 0.063; number 8, N, carries -0.543; number 9, C, carries 0.460; number 10, C, carries -0.243; number 11, C, carries -0.047; number 12, C, carries -0.224; number 13, C, carries 0.047; number 14, N, carries -0.533; number 15, H, carries 0.444; number 16, H, carries 0.260; number 17, H, carries 0.270; number 18, H, carries 0.271; number 19, H, carries 0.224; number 20, H, carries 0.261; number 21, H, carries 0.270; number 22, H, carries 0.271; number 23, H, carries 0.228; number 24, O, carries -0.979; number 25, As, carries 2.410; number 26, O, carries -1.022; number 27, O, carries -0.748; number 28, C, carries -0.454; number 29, C, carries -0.149; number 30, C, carries -0.127; number 31, C, carries -0.144; number 32, C, carries -0.144; number 33, C, carries -0.302; number 34, S, carries 2.378; number 35, O, carries -0.813; number 36, O, carries -0.821; number 37, O, carries -0.948; number 38, H, carries 0.539; number 39, H, carries 0.267; number 40, H, carries 0.266; number 41, H, carries 0.267; number 42, H, carries 0.270; number 43, Cl, carries 0.153; number 44, C, carries -0.433; number 45, Cl, carries 0.221; number 46, C, carries 0.942; number 47, O, carries -0.202; number 48, O, carries -0.541; number 49, H, carries 0.313



Look up the total charge of the third one. +3



Which of these has the lowest spin multiplicity? C18H15AsCl2MoN3O8S



Which formula does entry 1 have? C18H14CrF3N4O16